# 1
ORCA calculation (the ωB97M-V functional and the def2-TZVPD basis) on a cluster of 9 separate species, C20H34BrCl17O5SSi in total.

Geometry as XYZ:
```
79
Properties=species:S:1:pos:R:3:forces:R:3:lowdin_charge:R:1
C 1.80102 -1.99039 2.31736 -1.79 0.43 3.46 -0.216
C 1.82431 -2.05091 1.15000 -0.33 1.56 -4.20 -0.342
C 1.85777 -1.83204 -0.31330 0.01 -0.13 -0.09 -0.198
C 1.49068 -0.35322 -0.72254 -0.56 -1.39 0.29 -0.238
C 0.00590 -0.35540 -1.19335 0.47 0.95 -0.67 -0.262
Si -0.73962 1.39543 -1.42702 0.25 -0.89 0.46 0.639
C -2.62773 1.32994 -1.30343 0.14 0.56 0.54 -0.276
C -3.17612 0.49523 -0.10656 -0.40 -0.29 -0.86 -0.279
C -4.60420 -0.02076 -0.50160 1.39 -0.11 1.12 -0.229
S -4.36416 -1.55096 -1.43714 0.62 -0.01 -2.00 0.598
O -5.32095 -1.66404 -2.49354 -1.67 -0.24 0.77 -0.287
O -3.04834 -1.62266 -1.99213 1.12 0.35 1.03 -0.284
O -4.48377 -2.75908 -0.37503 -0.50 0.76 -0.16 -0.152
C 0.04043 2.56057 -0.09945 -0.23 -1.34 -0.14 -0.170
C -0.38883 2.23222 1.33022 0.62 -0.05 -1.59 -0.823
O -0.70131 3.08317 2.06029 -0.90 1.61 1.72 0.054
Cl -0.43269 0.55904 1.96039 0.22 0.00 -0.47 0.745
C -0.06452 1.99756 -3.11208 -0.74 0.00 1.15 -0.190
C -0.48338 3.40158 -3.53688 0.12 -2.04 0.12 -0.810
O 0.26771 4.06851 -4.11980 1.29 1.84 -1.02 0.031
Br -2.25203 4.16251 -3.19565 -0.16 -0.39 -0.09 0.809
H 1.63431 -1.91864 3.36729 -0.02 -0.22 -0.17 0.027
H 2.83174 -2.10736 -0.74409 -0.12 -0.01 0.39 0.111
H 1.12054 -2.51504 -0.76533 0.28 0.17 0.02 0.113
H 2.14868 -0.06438 -1.55325 -0.13 0.17 0.33 0.107
H 1.66271 0.26318 0.16588 0.03 0.08 -0.39 0.069
H 0.01200 -0.77850 -2.21726 -0.21 -0.09 0.42 0.088
H -0.62454 -1.00478 -0.57710 0.17 0.22 -0.06 0.059
H -2.98908 2.36232 -1.14204 0.10 -0.35 -0.16 0.041
H -3.06367 1.02351 -2.26824 0.28 -0.13 0.32 0.081
H -3.19613 1.12005 0.79498 -0.28 -0.24 -0.18 0.088
H -2.58002 -0.39660 0.11885 0.10 0.40 0.01 0.068
H -5.04906 0.71754 -1.17493 -0.36 -0.53 0.07 0.108
H -5.19652 -0.19338 0.40536 0.01 -0.16 -0.68 0.019
H -4.97281 -3.46753 -0.82635 0.00 0.05 0.09 0.098
H 1.13124 2.40555 -0.16467 -0.32 0.12 -0.02 0.095
H -0.19924 3.61404 -0.29660 0.17 -0.24 0.30 0.063
H -0.28666 1.21422 -3.85130 -0.29 0.51 -0.05 0.104
H 1.03292 2.02260 -3.01169 -0.33 0.15 -0.20 0.096
Cl -0.66453 6.67689 -0.00193 0.07 -0.10 -0.05 0.516
C -2.18102 5.76944 0.01412 -0.10 -0.12 -0.02 -1.065
Cl -3.51857 6.74823 0.62879 -0.04 -0.06 -0.01 0.516
H -2.40964 5.46082 -1.00245 0.03 0.22 0.23 -0.084
H -2.06072 4.89907 0.65364 0.04 0.13 0.11 0.005
Cl -5.19983 0.74454 3.31904 0.02 -0.05 0.04 0.533
C -6.83031 0.23044 2.86441 -0.03 -0.03 0.04 -1.044
Cl -7.26791 0.82746 1.25609 -0.38 0.10 0.15 0.556
H -6.86771 -0.85211 2.85786 0.06 0.04 -0.09 -0.029
H -7.53716 0.62022 3.58809 0.04 0.07 -0.05 0.020
Cl 5.69635 -4.67022 0.92036 -0.49 0.30 -0.06 0.472
C 4.09113 -5.42146 0.89903 -0.29 -0.39 0.16 -0.955
Cl 2.80280 -4.32674 1.45759 1.24 -1.46 -0.36 0.679
H 3.86659 -5.73197 -0.11608 0.05 0.11 0.00 0.027
H 4.11694 -6.28861 1.55187 0.07 0.06 0.00 0.024
Cl 3.96135 -1.25355 3.32710 1.43 0.32 0.34 0.637
C 5.54519 -0.96614 4.07569 -0.02 -0.02 -0.04 -0.994
Cl 5.38469 -0.31268 5.71167 0.10 0.01 0.02 0.509
H 6.08366 -1.90709 4.12596 -0.10 -0.01 0.06 0.027
H 6.09802 -0.25491 3.47004 -0.10 0.07 0.06 0.011
Cl 8.13995 -6.62794 1.26439 0.42 -0.13 -0.04 0.478
C 9.42833 -6.00231 0.22359 0.26 -0.21 0.02 -1.013
Cl 9.30978 -4.26531 -0.08745 -0.12 -0.10 0.04 0.482
H 10.37827 -6.18793 0.71260 -0.06 0.03 0.04 0.022
H 9.39125 -6.52951 -0.72338 -0.11 0.08 0.01 0.025
Cl -7.59488 -2.23520 5.18662 0.01 -0.07 0.14 0.536
C -9.22427 -2.74573 4.72825 -0.09 -0.07 0.05 -1.002
Cl -9.66017 -2.14666 3.12260 -0.05 -0.01 0.00 0.522
H -9.26228 -3.82942 4.72085 0.09 0.04 -0.08 0.027
H -9.93018 -2.35392 5.45222 0.06 0.09 -0.05 0.027
Cl 0.85411 4.99166 -7.84975 0.06 -0.04 0.06 0.497
C 0.33185 6.11964 -6.59074 -0.02 0.01 0.13 -1.027
Cl -1.03500 7.10249 -7.13569 0.00 0.05 0.06 0.496
H 0.03164 5.55481 -5.71507 -0.03 0.03 -0.17 -0.020
H 1.15877 6.77579 -6.34199 -0.02 0.02 -0.14 0.029
Cl 7.56622 -1.46538 -1.02688 0.00 -0.02 0.00 0.493
C 7.36517 -0.20741 0.19345 0.12 -0.03 0.12 -1.030
Cl 6.43458 1.16008 -0.42069 -0.06 0.09 0.04 0.505
H 6.84480 -0.63025 1.04567 -0.10 -0.04 -0.08 0.006
H 8.34611 0.14775 0.49226 -0.03 0.01 -0.10 0.028
```
Forces are in eV/Å.

Its energy is -333162.9581 eV. The calculation puts the HOMO-LUMO gap at 9.59 eV. The SMILES is C#CCCC[Si@@](CCCS(=O)(=O)O)(CC(=O)Cl)CC(=O)Br.ClCCl.ClCCl.ClCCl.ClCCl.ClCCl.ClCCl.ClCCl.ClCCl. The value obtained for the maximum force is 0.08725 Eh/bohr. As for the LUMO energy: 0.20 eV. The molar mass comes out at 1097.2 g/mol.

=====

# 2
ORCA calculation (the ωB97M-V functional and the def2-TZVPD basis) on the molecule C19H17Cl2N3O3.

Geometry as XYZ:
```
44
Properties=species:S:1:pos:R:3:forces:R:3:nbo_charge:R:1
O 1.57020 2.62464 -0.98611 0.14 0.10 -0.12 -0.638
C 1.44995 1.64229 -0.27001 -0.07 0.23 -0.06 0.652
C 2.59555 0.75052 0.00488 0.52 -0.05 -0.11 -0.319
C 3.82090 1.13425 -0.37297 -0.74 0.15 0.08 -0.096
C 5.06162 0.40203 -0.21412 0.52 -0.31 0.07 -0.107
C 5.11626 -0.92190 0.23036 0.03 0.18 -0.07 -0.120
C 6.32187 -1.57924 0.36546 0.08 -0.03 0.02 -0.250
C 7.50155 -0.91648 0.05880 -0.21 0.21 -0.06 -0.020
Cl 9.01104 -1.73676 0.22969 0.16 -0.09 0.02 0.013
C 7.47757 0.39671 -0.38664 0.16 -0.18 0.05 -0.234
C 6.26554 1.04235 -0.52298 -0.29 -0.11 0.06 -0.164
N 0.25093 1.35251 0.31110 -0.14 0.12 0.05 -0.434
C -0.11865 0.20714 1.09940 0.04 -0.52 -0.02 -0.213
C -1.05099 -0.71063 0.28753 0.14 0.07 0.33 -0.221
N -2.21622 0.05715 -0.08259 0.26 -0.05 0.09 -0.446
C -3.47281 -0.47232 -0.04904 -0.43 0.05 -0.02 0.301
C -3.68842 -1.85716 -0.19058 0.03 0.20 0.00 -0.267
C -4.95051 -2.39761 -0.25366 -0.24 0.15 0.04 -0.176
C -6.07113 -1.57201 -0.19150 0.35 0.14 0.04 -0.087
Cl -7.65246 -2.25014 -0.31515 -0.19 -0.07 -0.01 0.019
C -5.90876 -0.21678 -0.00615 0.04 -0.02 -0.02 -0.171
C -4.62959 0.32509 0.10449 -0.06 -1.30 -0.34 -0.053
N -4.57288 1.69476 0.52654 0.04 0.60 0.29 0.526
O -3.63512 2.03720 1.22188 0.00 0.14 0.12 -0.389
O -5.49621 2.42054 0.22167 -0.14 0.22 -0.11 -0.374
C -1.87147 1.23879 -0.85021 0.08 0.31 0.04 -0.214
C -0.91381 2.13119 -0.05814 -0.20 0.28 -0.35 -0.243
H 2.42764 -0.20024 0.48174 0.07 -0.10 0.08 0.194
H 3.90110 2.10808 -0.84112 -0.06 0.07 -0.04 0.232
H 4.20605 -1.45130 0.46516 -0.10 -0.06 0.02 0.203
H 6.35381 -2.60253 0.70587 0.03 -0.08 0.02 0.228
H 8.40025 0.90228 -0.62465 0.09 0.02 -0.01 0.230
H 6.24455 2.06447 -0.87074 -0.01 0.10 -0.04 0.220
H 0.75023 -0.34960 1.44174 -0.03 0.05 0.00 0.212
H -0.66904 0.56363 1.97807 0.07 -0.10 -0.03 0.209
H -1.34520 -1.55387 0.91192 0.01 0.00 -0.05 0.215
H -0.51721 -1.07900 -0.60100 0.02 -0.06 0.05 0.184
H -2.84061 -2.51476 -0.29344 0.10 -0.02 -0.05 0.222
H -5.07801 -3.46129 -0.37794 -0.02 -0.11 -0.02 0.232
H -6.75845 0.44144 0.09296 -0.03 -0.02 0.01 0.258
H -2.76159 1.79345 -1.13841 0.02 -0.05 0.00 0.217
H -1.36287 0.91395 -1.77113 -0.05 0.08 0.01 0.192
H -0.58178 2.97063 -0.66972 -0.08 -0.10 0.11 0.257
H -1.41196 2.49776 0.84257 0.08 -0.02 -0.10 0.220
```
Forces are in eV/Å.

Its energy is -55633.8744 eV. The calculation puts the HOMO-LUMO gap at 7.76 eV. The SMILES is O=C(/C=C/c1ccc(Cl)cc1)N1CCN(c2ccc(Cl)cc2[N+](=O)[O-])CC1. The value obtained for the maximum force is 0.02619 Eh/bohr. The relative energy (zero: lowest compared OMol25 entry of this formula, charge and spin) comes out at 107.49 kcal/mol. As for the LUMO energy: -0.59 eV. The molar mass comes out at 406.3 g/mol.